(1)
C3H10NOSi2 | wB97M-V/def2-TZVPD

Each line ends with the Mulliken charge.
Geometry (Å):
H (-0.5204, 1.4085, 1.4360)  0.51
H (-0.2175, -1.0627, 1.5445)  0.36
N (-1.0792, -0.0081, -0.0297)  -0.16
H (-2.1172, 0.0471, 0.2217)  0.38
H (1.5572, 1.3218, -1.9162)  0.03
H (0.5941, -1.6578, -1.8134)  -0.03
H (-0.6524, 0.1089, -1.0304)  0.35
Si (1.3966, 1.6336, -0.3500)  0.30
H (1.5894, -3.0411, 0.1013)  -0.06
C (-0.4520, 1.2764, 0.4017)  -1.00
O (3.4504, -0.1791, 0.6518)  -0.39
H (-1.1358, -2.1411, 0.4291)  0.40
C (2.3663, -0.0144, 0.1164)  0.35
Si (1.2085, -1.7437, -0.3694)  0.36
H (-1.0559, 2.1138, -0.0108)  0.41
C (-0.4641, -1.2235, 0.5129)  -0.73
H (1.3344, 2.9958, 0.2066)  -0.08

* net charge: +1
* HOMO energy: -0.4618 hartree
* HOMO-LUMO gap: 8.6 eV
* SMILES: O=C1[SiH2]C[NH2+]C[SiH2]1
* spin multiplicity: 1

=====

(2)
C12H14BCl3N6O2Pb | wB97M-V/def2-TZVPD

Each line ends with the Mulliken charge.
Geometry (Å):
H (-1.3353, -3.4023, 2.2210)  0.19
H (-2.4452, -1.7858, 2.3677)  0.04
N (-1.7020, -0.3873, -1.6453)  -0.38
H (-0.9878, 0.4792, -4.7142)  0.42
C (-1.5020, 0.1113, -3.8260)  -0.08
C (-2.3728, -2.8887, 2.4105)  -0.77
N (1.3305, -0.8372, -0.4517)  -0.18
H (2.3781, -2.2727, 0.6953)  0.50
C (2.2759, -1.7781, -0.2710)  -0.09
O (0.3227, -0.3894, 2.8127)  -0.46
H (-3.0014, -3.3227, 1.6193)  0.32
C (2.4639, -1.0303, -2.3487)  0.00
H (-3.5335, -0.5894, -4.4198)  0.40
C (0.7535, 0.5098, 3.6722)  0.21
H (3.8565, -2.6199, -1.6284)  0.42
O (0.9221, 1.7570, 3.3047)  -0.54
H (-3.6617, -1.1587, -1.7042)  0.44
H (-2.6454, -3.2501, 3.4107)  0.30
Pb (-0.2037, -0.0511, 0.8375)  1.17
C (0.5699, 3.2105, -1.5399)  0.05
H (-0.2311, 3.0870, 1.6510)  0.52
H (0.3648, 5.0247, -0.2537)  0.42
N (-0.8852, 0.1224, -2.6063)  0.33
C (1.0446, 0.0817, 5.0814)  0.67
H (2.7117, -0.7932, -3.3825)  0.47
C (-2.7738, -0.4245, -3.6558)  -0.83
C (0.0209, 2.9814, 0.5974)  0.06
C (-2.8394, -0.7167, -2.2716)  -0.34
B (0.5056, 0.7035, -2.2988)  0.18
H (0.9879, 1.1614, -3.3130)  -0.03
N (0.0832, 1.7525, 0.0433)  0.08
N (1.4502, -0.3804, -1.7221)  0.11
Cl (1.5871, 1.4468, 6.0946)  -0.04
C (3.0221, -1.9425, -1.4535)  -1.00
Cl (-0.4299, -0.6078, 5.8063)  -0.07
H (0.8356, 3.5284, -2.5469)  0.47
N (0.4196, 1.8903, -1.2684)  0.19
Cl (2.3189, -1.1624, 5.0725)  -0.08
C (0.3255, 3.9439, -0.3781)  -1.08

* net charge: +2
* HOMO energy (alpha / beta): -0.5815 / -0.5815 hartree
* HOMO-LUMO gap (alpha / beta): 4.0 / 4.0 eV
* spin multiplicity: 1

=====

(3)
C63H59AsN3O6P3RuSTe | wB97M-V/def2-TZVPD

Each line ends with the Mulliken charge.
Geometry (Å):
C (0.6477, -5.0705, -1.9568)  -1.29
C (0.5974, 1.3833, 2.1594)  0.14
H (6.0059, -1.3352, 0.7042)  0.10
H (-0.4337, -1.2351, 4.7233)  0.53
H (-0.5081, 1.8511, 6.1325)  0.32
C (0.2932, 1.1422, 5.9104)  -0.99
C (-0.1349, -0.4661, 4.0199)  -1.75
H (4.3223, 0.1986, -5.0402)  0.54
P (-1.8765, 1.5182, -0.3384)  2.35
H (4.5299, 2.5834, -1.0002)  0.48
H (1.1615, -4.9566, 1.9782)  0.22
H (1.9301, 4.5678, -1.8572)  0.44
C (0.6203, 1.7109, 3.4916)  -0.77
C (-3.5232, -1.3701, -3.0444)  0.39
C (1.9596, 5.9448, 0.5273)  -1.02
O (1.5681, 1.7285, 6.1505)  -0.51
C (1.6236, 4.4976, 0.2630)  0.59
C (-1.4849, 3.7098, -1.9830)  -0.64
C (-2.7689, -2.8465, 0.0553)  0.68
H (-4.2179, -0.7860, -2.4535)  0.34
H (-6.3769, -2.1327, 2.1760)  0.38
C (-4.0708, -5.0157, 1.2831)  -0.83
H (6.7874, -0.0335, -4.7756)  0.40
H (-3.0083, 4.4250, 3.5131)  0.48
Te (-4.0827, -0.0460, 1.4756)  0.38
H (-1.3261, 4.2748, -5.3191)  0.40
C (4.9216, 3.6724, 0.8042)  -0.87
H (1.3152, -6.3358, 0.8630)  0.45
C (-6.6655, -1.6944, 1.2267)  -0.55
C (-7.8374, -2.0981, 0.6001)  -0.40
C (-4.4876, -4.5570, 0.0452)  -0.72
H (4.3667, 2.5287, 3.9442)  0.52
N (-8.2473, -1.6243, -0.5801)  -0.62
H (0.9634, 2.6925, 3.8022)  0.53
C (-7.4807, -0.6920, -1.1591)  -0.47
H (-5.8198, 4.4286, 0.2751)  0.45
C (3.9625, 1.4408, 2.1401)  -0.51
H (0.2017, 6.6451, 1.0458)  0.36
H (3.5878, -4.2706, 0.5177)  0.27
C (-1.8679, 1.6770, -3.1994)  -0.13
H (2.2720, -3.2325, 3.3226)  0.57
H (1.0302, -4.5759, -2.8467)  0.35
C (3.1633, -4.2785, -0.4843)  -0.87
C (0.9773, 2.3454, 1.0897)  0.52
H (-0.4372, -5.0864, -1.9681)  0.32
H (3.5717, -3.4703, -1.0841)  -0.02
H (3.3614, -5.2397, -0.9639)  0.67
C (-1.4304, -2.5120, -3.2462)  -0.36
C (0.2416, 0.7819, 4.4519)  0.34
C (-4.0759, 3.2219, -0.0088)  -0.53
C (-1.7240, -2.8343, -4.5643)  -0.92
C (-2.3495, -3.3375, 1.2926)  0.75
H (2.9445, 5.9929, 0.9899)  0.21
C (6.6903, -0.0622, -2.6271)  -0.96
C (4.7729, 0.0986, -4.0604)  -0.42
H (-5.3264, -5.0267, -0.4579)  0.48
H (-1.5012, -2.8930, 1.7812)  -0.06
C (3.9474, 0.1203, -2.9455)  -0.33
H (5.2270, 4.5286, 2.7535)  0.43
C (4.4819, 2.5657, 0.0836)  -0.54
C (4.3987, -3.1938, 3.0224)  -1.04
C (-3.8413, -3.4873, -0.5661)  -0.74
H (-0.2622, -5.5194, 1.0700)  0.31
H (5.3024, 4.5410, 0.2754)  0.50
H (1.0316, -6.0895, -1.9149)  0.59
C (-4.5051, 4.5180, 1.9769)  -0.55
C (-1.7606, 2.3354, -1.9808)  -0.05
H (-4.5778, -5.8495, 1.7571)  0.41
C (-0.1015, -0.7390, 2.6642)  -0.45
C (5.4348, -2.6536, 2.2671)  -0.96
C (3.8592, -1.3542, 0.9624)  1.02
C (-6.2993, -0.2166, -0.6064)  -0.06
H (-1.5752, 2.8457, 2.2521)  0.49
C (1.2673, 3.6628, 1.3221)  -0.38
H (2.0081, 6.4957, -0.4133)  0.43
As (1.2472, -4.1538, -0.3819)  1.03
C (6.1434, -0.0152, -3.9034)  -0.60
H (-2.6391, -4.7570, 2.8706)  0.48
H (-1.4009, 4.2410, -1.0402)  0.50
H (7.7649, -0.0970, -2.4930)  0.47
C (1.3575, 2.6227, -1.1695)  -0.78
C (2.8343, -1.9242, 1.7137)  0.41
C (-2.5028, 3.2037, 1.8154)  0.04
H (-8.4734, -2.8490, 1.0633)  0.37
H (-0.5003, -2.8309, -2.8032)  0.18
H (3.5963, 0.5729, 2.6800)  0.20
S (1.5164, -0.9637, -3.0923)  -0.05
H (-2.0665, 0.6175, -3.2273)  0.41
C (-1.7134, 2.3733, -4.3943)  -0.80
N (0.2524, 0.1634, 1.7463)  1.54
P (3.3257, -0.0197, -0.2031)  2.84
C (5.8590, -0.0361, -1.5201)  -0.57
H (-7.8349, -0.3039, -2.1112)  0.37
O (2.2202, -1.8805, -2.1934)  -0.52
C (5.1707, -1.7382, 1.2562)  -0.63
H (-4.3640, 2.8973, -1.0019)  0.46
H (1.8203, -1.6714, 1.4709)  -0.49
H (6.3089, 0.0279, -0.5413)  0.33
H (1.6575, 1.9121, 7.0907)  0.31
C (-1.4445, 3.7353, -4.3856)  -0.80
H (-4.7682, -1.3649, -4.7911)  0.48
C (-2.9241, -2.4198, -5.1265)  -1.08
O (1.0677, 6.5462, 1.4549)  -0.56
Ru (0.3499, -0.1402, -0.2835)  1.73
O (2.6015, 0.3660, -3.1484)  -0.26
C (4.8784, 3.6674, 2.1933)  -0.78
C (-2.8886, 2.7586, 0.5548)  -0.27
H (1.3723, 2.1445, -2.1401)  0.35
C (-1.3345, 4.4057, -3.1737)  -0.74
O (0.4066, -0.2016, -2.3911)  -0.76
C (4.0027, 1.4277, 0.7396)  0.16
H (-1.1409, 5.4739, -3.1569)  0.51
H (4.6147, -3.8987, 3.8184)  0.36
H (-0.3061, -1.7170, 2.2711)  -0.43
C (4.4668, -0.0108, -1.6513)  0.74
C (-2.3180, -1.7749, -2.4741)  0.08
H (-4.1904, -3.1645, -1.5346)  0.40
C (3.0930, -2.8235, 2.7427)  -1.02
H (-5.7253, 0.5534, -1.1089)  0.25
H (-3.1571, -2.6664, -6.1570)  0.38
H (-1.0142, -3.4066, -5.1536)  0.49
P (-1.9206, -1.3944, -0.7210)  1.49
O (0.3846, -2.7494, -0.0746)  -0.38
C (-5.8743, -0.7455, 0.6014)  0.41
C (-2.9889, -4.4031, 1.9059)  -0.80
C (1.6663, 3.9606, -0.9981)  -2.34
C (-3.8260, -1.6891, -4.3620)  -0.59
H (0.1306, 0.2510, 6.5163)  0.43
H (-5.1422, 5.1979, 2.5318)  0.42
H (6.4611, -2.9347, 2.4764)  0.45
C (-4.8861, 4.0868, 0.7073)  -0.81
C (0.8163, -5.3779, 1.0348)  -1.01
H (-1.8061, 1.8397, -5.3341)  0.52
C (-3.3101, 4.0845, 2.5279)  -0.97
C (4.3977, 2.5472, 2.8597)  -0.46
H (1.2103, 4.0694, 2.3253)  0.65
C (-2.9195, 0.0731, -0.3014)  -1.16
N (1.0232, 1.8458, -0.1424)  1.60

* net charge: +1
* expectation value of S²: 0.770
* HOMO energy (alpha / beta): -0.3147 / -0.3112 hartree
* HOMO-LUMO gap (alpha / beta): 5.1 / 5.0 eV
* spin multiplicity: 2

=====

(4)
C8H22CsN2O10S2 | wB97M-V/def2-TZVPD

Each line ends with the Mulliken charge.
Geometry (Å):
H (-6.5104, -1.0761, 0.3655)  0.24
O (-0.5802, -4.2246, -4.4031)  -0.76
H (2.0752, 1.8582, -1.2507)  0.46
C (-3.3539, -1.5850, 1.0132)  -0.54
O (0.7852, -2.4670, -3.4342)  -0.65
H (-1.2835, -2.6557, 3.2053)  0.23
S (-0.1891, -2.7950, -4.5266)  1.03
H (0.6552, 3.8508, -0.8979)  0.30
H (-3.3318, -2.6363, 0.7003)  0.45
H (4.5923, 3.3399, -1.4916)  0.31
N (-1.2846, -2.0814, 2.3735)  -0.47
H (-0.3127, 2.4086, -0.5336)  0.31
H (1.6057, 0.8956, 1.4078)  0.14
H (0.4527, 3.4486, 0.7530)  0.32
C (-2.5802, -1.3532, 2.3069)  0.49
S (3.4580, -2.2482, 0.0875)  1.16
O (-4.6844, -1.1735, 1.2351)  -0.36
H (-0.4612, -1.4907, 2.4818)  0.18
H (-3.2762, 0.6411, 2.5145)  0.40
H (-2.8305, -1.0340, 0.2259)  0.05
H (4.0899, 5.0345, -1.5203)  0.24
C (0.5614, 2.9790, -0.2345)  -1.41
O (3.1100, -0.9697, -0.6334)  -0.77
O (3.4167, 4.0258, 0.0848)  -0.39
H (-1.9280, 0.2821, 3.6363)  0.35
C (3.7568, 4.0215, -1.2818)  -0.65
H (-1.6618, 0.6447, 1.9495)  0.28
H (-5.4933, -2.3662, -0.2558)  0.30
O (0.4681, -2.6091, -5.8516)  -0.80
H (2.9194, 3.7359, -1.9212)  0.26
O (-1.3764, -1.8839, -4.3905)  -0.78
O (3.8230, -1.9356, 1.4988)  -0.81
H (3.7898, 2.0477, 0.6225)  0.38
Cs (-0.1170, -1.5870, -0.7397)  1.10
C (-5.4835, -1.3234, 0.0902)  -0.73
H (-3.2046, -1.7921, 3.0946)  0.21
N (1.4929, 0.8134, 0.3972)  -0.19
C (-2.3222, 0.1042, 2.6366)  -1.43
C (1.8113, 2.1029, -0.2186)  0.22
O (4.5770, -2.9116, -0.6118)  -0.77
H (2.2171, 0.0788, 0.1203)  0.01
O (2.2567, -3.1171, 0.0247)  -0.81
H (2.5501, 2.9376, 1.5532)  0.41
C (2.9537, 2.7504, 0.5521)  -0.83
H (-5.1521, -0.6851, -0.7344)  0.31

* net charge: -3
* HOMO energy: 0.0790 hartree
* HOMO-LUMO gap: 3.0 eV
* spin multiplicity: 1

=====

Q: net charge of number 1 (C3H10NOSi2)?
A: +1

=====

Q: Look up the net charge of the fourth one.
A: -3